1.
7 unconnected molecules or ions with the total composition C15H28Br12O3 at a distorted geometry, computed with ωB97M-V/def2-TZVPD.

The calculation puts the gap between HOMO and LUMO at 10.1 eV. As for the HOMO energy: -10.007 eV. The total energy is -31702.2144 a.u. As for the structure (SMILES): O=C1OCCO1.BrCCBr.BrCCBr.BrCCBr.BrCCBr.BrCCBr.BrCCBr.

Positions of all 58 atoms, in Å:
Br (-2.53, 5.62, 2.04)
Br (-5.67, -0.22, -0.27)
Br (-1.00, 1.21, 2.78)
Br (2.70, 0.90, -4.20)
Br (3.69, -4.95, -0.85)
Br (2.34, 4.45, 4.06)
Br (-1.99, 1.25, -4.22)
Br (0.16, 5.17, -0.60)
Br (1.32, -5.52, 1.89)
Br (3.47, -1.25, -1.43)
Br (-2.94, -3.16, 2.02)
Br (1.92, -0.96, 3.23)
O (-0.46, 1.25, -0.54)
O (-2.61, 1.26, -0.85)
O (-1.49, -0.47, 0.02)
C (0.54, 0.38, -0.08)
C (-0.16, -0.94, 0.03)
C (4.58, -2.63, -2.31)
C (-4.64, -1.13, 1.14)
C (0.83, 0.19, -4.10)
C (0.23, 2.48, 3.78)
C (0.74, 3.69, 3.00)
C (-0.05, 1.23, -4.85)
C (-2.27, 4.12, 0.69)
C (-1.62, 0.73, -0.45)
C (1.96, -3.63, 1.92)
C (1.27, -2.83, 3.12)
C (-4.15, -2.50, 0.59)
C (3.87, -3.93, -2.52)
C (-1.70, 4.62, -0.66)
H (-3.25, 3.65, 0.54)
H (0.06, 4.53, 2.87)
H (1.11, 1.92, 4.11)
H (0.46, 0.06, -3.08)
H (0.00, -1.72, -0.72)
H (-1.67, 3.31, 1.10)
H (0.85, -0.76, -4.62)
H (-5.30, -1.32, 1.99)
H (4.86, -2.19, -3.27)
H (1.20, 3.33, 2.08)
H (4.50, -4.51, -3.19)
H (0.04, 1.16, -5.93)
H (0.39, 2.19, -4.56)
H (1.61, -3.16, 1.01)
H (-4.96, -3.18, 0.30)
H (1.46, -3.30, 4.09)
H (5.51, -2.69, -1.74)
H (-2.31, 5.49, -0.90)
H (0.07, -1.47, 0.95)
H (-0.20, 2.79, 4.73)
H (-3.50, -2.37, -0.28)
H (1.33, 0.38, -0.84)
H (-3.87, -0.42, 1.44)
H (-1.84, 3.82, -1.38)
H (2.90, -3.87, -3.01)
H (0.20, -2.95, 2.98)
H (3.04, -3.71, 2.08)
H (0.95, 0.62, 0.90)

These are the natural (NBO) partial charges, in e, on atoms 1 to 8: number 1, Br, carries -0.061; number 2, Br, carries -0.012; number 3, Br, carries -0.037; number 4, Br, carries -0.027; number 5, Br, carries -0.001; number 6, Br, carries -0.065; number 7, Br, carries -0.023; number 8, Br, carries -0.008

=====

2.
3 unconnected molecules or ions with the total composition C15H28N6OP at a distorted geometry, computed with ωB97M-V/def2-TZVPD.

Its total charge is +1. The calculation puts the gap between HOMO and LUMO at 4.3 eV. As for the HOMO energy: -10.441 eV. The total energy is -1332.9388 a.u.

Positions of all 51 atoms, in Å:
P (0.37, 0.26, -4.91)
O (-1.16, -1.48, 0.17)
N (-0.40, 2.73, 0.03)
N (-1.33, 3.07, -2.23)
N (2.97, -2.14, -1.45)
N (-1.49, 0.68, -1.09)
N (-2.54, 0.51, 4.99)
N (-0.38, -1.05, -5.56)
C (-0.84, 0.03, -2.31)
C (4.61, -2.35, -2.93)
C (-1.26, -2.03, 1.53)
C (3.25, -2.20, -2.79)
C (5.17, -2.38, -1.63)
C (-2.24, 2.18, 6.43)
C (-0.05, -1.61, 2.54)
C (-1.07, 2.14, -1.03)
C (4.14, -2.25, -0.73)
C (-0.31, 2.57, -3.27)
C (-0.99, 0.00, 0.19)
C (-2.61, 1.87, 5.14)
C (-1.93, 0.96, 7.08)
C (-2.12, -0.05, 6.16)
C (-0.83, 1.03, -3.64)
H (0.66, 2.63, 0.01)
H (-0.55, -1.06, 3.46)
H (-2.75, 0.00, 4.14)
H (4.13, -2.23, 0.35)
H (0.83, -1.02, 2.05)
H (-2.30, 2.82, -2.57)
H (-2.21, 3.17, 6.86)
H (0.41, -2.62, 2.97)
H (2.46, -2.14, -3.52)
H (5.14, -2.43, -3.87)
H (2.05, -2.02, -1.04)
H (-1.61, 0.83, 8.10)
H (0.28, -0.28, -2.09)
H (6.22, -2.49, -1.38)
H (-2.92, 2.50, 4.31)
H (-0.47, -0.96, -6.60)
H (1.55, -0.18, -4.19)
H (-0.23, 3.27, -4.21)
H (-0.92, 3.25, 0.77)
H (0.72, 2.49, -2.66)
H (-1.23, -3.22, 1.41)
H (0.19, 0.17, 0.26)
H (0.72, 1.20, -5.99)
H (-1.46, -0.93, -2.63)
H (-2.31, -1.81, 2.05)
H (-1.46, 0.51, 1.14)
H (-1.91, 1.18, -4.09)
H (-1.99, -1.12, 6.25)

These are the natural (NBO) partial charges, in e, on atoms 1 to 8: number 1, P, carries 1.205; number 2, O, carries -0.546; number 3, N, carries -0.954; number 4, N, carries -0.620; number 5, N, carries -0.520; number 6, N, carries -0.380; number 7, N, carries -0.518; number 8, N, carries -1.284

=====

3.
A molecular structure, C15H28NO5OsSe2Si, computed with ωB97M-V/def2-TZVPD.

Its total charge is -1. The calculation puts the gap between HOMO and LUMO at 6.1 eV. As for the HOMO energy: -3.738 eV. The total energy is -6202.4410 a.u.

Positions of all 53 atoms, in Å:
Os (0.08, 0.07, -0.24)
Se (-0.41, 1.57, -1.95)
Se (1.85, 3.94, 0.23)
Si (2.87, 0.13, 2.12)
O (-2.68, 5.55, -0.64)
O (-0.06, -3.07, 2.67)
O (-2.44, 0.26, 1.30)
O (0.52, -1.59, -1.50)
O (-0.03, 1.76, 1.12)
N (0.28, -2.01, 0.64)
C (0.59, -2.44, -0.57)
C (0.84, -4.32, 0.79)
C (0.05, 4.58, -0.30)
C (2.18, 1.36, 3.35)
C (-2.34, 4.63, 0.40)
C (0.31, -3.08, 1.52)
C (-2.60, -1.36, -0.41)
C (-1.66, 2.84, -1.13)
C (0.97, -3.88, -0.67)
C (4.69, 0.54, 1.84)
C (2.06, 0.25, 0.44)
C (-1.17, 3.70, 0.04)
C (-1.86, -0.29, 0.40)
C (2.83, -1.57, 2.90)
C (-0.96, 2.84, 1.29)
H (-2.03, 3.48, -1.93)
H (-1.89, 2.41, 1.63)
H (-2.29, -1.36, -1.46)
H (1.81, -1.89, 3.15)
H (-2.48, 2.23, -0.77)
H (0.83, 2.27, 0.94)
H (-1.85, 5.96, -0.92)
H (4.80, 1.51, 1.35)
H (1.98, -3.98, -1.07)
H (1.14, 1.13, 3.60)
H (2.77, 1.34, 4.27)
H (5.18, -0.21, 1.22)
H (-2.34, -2.32, 0.02)
H (0.15, -5.15, 0.95)
H (-3.68, -1.20, -0.32)
H (5.23, 0.59, 2.80)
H (2.22, 2.37, 2.94)
H (-0.07, 5.54, 0.21)
H (2.28, 1.26, 0.06)
H (3.28, -2.33, 2.25)
H (-2.09, 5.18, 1.32)
H (1.79, -4.59, 1.25)
H (-3.25, 4.05, 0.59)
H (0.30, -4.41, -1.34)
H (0.07, 4.78, -1.38)
H (2.59, -0.47, -0.20)
H (3.41, -1.55, 3.83)
H (-0.53, 3.47, 2.07)

These are the natural (NBO) partial charges, in e, on atoms 1 to 8: number 1, Os, carries 0.775; number 2, Se, carries 0.110; number 3, Se, carries -0.506; number 4, Si, carries 1.674; number 5, O, carries -0.731; number 6, O, carries -0.583; number 7, O, carries -0.597; number 8, O, carries -0.610

=====

4.
A single C15H28OSi molecule at a distorted geometry, computed with ωB97M-V/def2-TZVPD.

As for the relative energy (zero: lowest compared OMol25 entry of this formula, charge and spin): 0.0 kcal per mole. The calculation puts the gap between HOMO and LUMO at 9.3 eV. As for the HOMO energy: -8.370 eV. The total energy is -953.0482 a.u. As for the structure (SMILES): CCC#C/C=C/CCCCCCO[Si](C)(C)C.

Positions of all 45 atoms, in Å:
Si (-0.75, 2.40, -0.47)
O (-0.92, 1.71, 1.06)
C (1.42, -1.59, -1.50)
C (2.55, -0.88, -1.12)
C (4.19, 0.51, 0.44)
C (-1.44, -1.32, 1.27)
C (3.34, -0.22, -0.47)
C (0.85, -2.49, -0.72)
C (-2.09, 1.14, 1.58)
C (1.04, 3.04, -0.70)
C (-1.92, -2.67, 0.76)
C (-0.23, -3.39, -1.11)
C (-2.49, -0.22, 1.04)
C (-1.79, 3.93, -0.28)
C (-1.41, 1.29, -1.83)
C (4.51, -0.34, 1.70)
C (-1.68, -2.96, -0.73)
H (4.78, -1.37, 1.47)
H (5.30, 0.09, 2.33)
H (-1.16, 1.74, -2.80)
H (1.12, -1.48, -2.52)
H (-1.78, 4.45, -1.24)
H (-2.83, 3.71, -0.03)
H (-2.73, -0.10, -0.01)
H (-1.44, -3.45, 1.30)
H (-3.02, -2.75, 0.99)
H (-2.91, 1.89, 1.44)
H (-2.50, 1.23, -1.71)
H (-1.00, 0.32, -1.83)
H (5.12, 0.78, -0.05)
H (1.59, 2.80, 0.18)
H (1.29, -2.62, 0.26)
H (-0.04, -4.37, -0.61)
H (1.08, 4.13, -0.82)
H (-0.46, -1.05, 0.82)
H (-1.21, -1.40, 2.35)
H (1.57, 2.70, -1.57)
H (-2.40, -3.70, -1.04)
H (-3.45, -0.51, 1.50)
H (-1.31, 4.52, 0.51)
H (-0.21, -3.62, -2.22)
H (3.59, -0.35, 2.29)
H (3.69, 1.46, 0.72)
H (-1.90, 1.05, 2.67)
H (-1.94, -2.06, -1.30)

These are the natural (NBO) partial charges, in e, on atoms 1 to 8: number 1, Si, carries 1.887; number 2, O, carries -0.890; number 3, C, carries -0.279; number 4, C, carries -0.065; number 5, C, carries -0.481; number 6, C, carries -0.412; number 7, C, carries 0.043; number 8, C, carries -0.134

=====

5.
3 unconnected molecules or ions with the total composition C15H29BrNO8S2Si, computed with ωB97M-V/def2-TZVPD.

Its total charge is -1. The calculation puts the gap between HOMO and LUMO at 5.9 eV. As for the HOMO energy: -3.922 eV. The total energy is -4905.6104 a.u.

Positions of all 57 atoms, in Å:
Br (3.39, -0.20, -0.64)
S (-0.76, -2.93, -2.04)
S (-3.86, -0.04, 2.10)
Si (5.54, 0.47, -0.69)
O (-1.24, -4.33, -2.63)
O (-4.41, -0.62, 3.49)
O (-1.90, -2.32, -1.42)
O (6.86, -1.72, 0.10)
O (-4.93, 0.62, 1.42)
O (-0.05, -2.22, -3.05)
O (6.81, -0.04, 1.64)
O (-2.65, 0.67, 2.37)
N (1.16, 2.77, -0.08)
C (-2.40, -4.32, -3.49)
C (1.98, 3.92, 0.26)
C (-0.13, 0.99, 0.18)
C (-3.50, -1.57, 1.32)
C (3.45, 3.61, 0.52)
C (4.25, 3.12, -0.69)
C (0.63, 1.92, 0.85)
C (-4.51, 0.31, 4.59)
C (-5.70, 1.23, 4.47)
C (0.35, -3.54, -0.83)
C (-2.11, -3.81, -4.88)
C (0.75, 2.40, -1.33)
C (5.50, 2.31, -0.28)
C (-0.05, 1.30, -1.20)
C (6.59, -0.57, 0.54)
H (3.54, 2.90, 1.35)
H (6.39, 2.74, -0.75)
H (-3.18, -1.34, 0.31)
H (3.60, 2.55, -1.35)
H (-5.60, 1.91, 3.63)
H (-1.28, -4.36, -5.33)
H (-0.22, -4.11, -0.09)
H (-3.19, -3.75, -3.00)
H (1.05, 2.94, -2.21)
H (-2.71, -5.37, -3.52)
H (-1.84, -2.75, -4.87)
H (-5.78, 1.83, 5.38)
H (4.58, 4.00, -1.25)
H (-4.60, -0.34, 5.46)
H (5.66, 2.38, 0.80)
H (-6.62, 0.66, 4.34)
H (0.81, 2.02, 1.90)
H (1.89, 4.64, -0.56)
H (-2.99, -3.93, -5.50)
H (-0.54, 0.75, -1.99)
H (1.55, 4.38, 1.15)
H (-0.71, 0.19, 0.61)
H (5.99, 0.31, -2.10)
H (-3.57, 0.86, 4.66)
H (3.89, 4.55, 0.87)
H (-4.41, -2.17, 1.30)
H (0.83, -2.68, -0.37)
H (1.09, -4.17, -1.31)
H (-2.71, -2.06, 1.87)

These are the natural (NBO) partial charges, in e, on atoms 1 to 8: number 1, Br, carries -0.391; number 2, S, carries 2.389; number 3, S, carries 2.384; number 4, Si, carries 1.112; number 5, O, carries -0.726; number 6, O, carries -0.728; number 7, O, carries -0.971; number 8, O, carries -0.759